Record 1
Here is a 3-piece molecular cluster, C2H7N3O overall from the Open Molecules 2025 dataset. Energies are from the ωB97M-V functional and the def2-TZVPD basis.

Properties
frontier orbital gap (alpha / beta)	6.5 / 2.4	eV
LUMO energy (alpha / beta)	-1.126 / -2.896	eV

The geometry in ORCA input format:
```
! wB97M-V def2-TZVPD RIJCOSX def2/J DEFGRID3
* xyz 0 1
C 1.20 1.32 -0.19
N 0.87 -0.06 -0.49
N 1.59 -0.92 0.21
C -1.34 -0.49 -0.40
O -3.27 -1.08 0.32
N -1.19 -0.06 0.68
H -3.74 -0.27 0.58
H 1.87 -0.68 1.16
H 1.59 -1.87 -0.12
H -1.46 -0.93 -1.36
H 2.19 1.54 -0.62
H 0.47 1.97 -0.66
H 1.23 1.53 0.89
*
```

Record 2
Here is the molecule C2H7N3O from the Open Molecules 2025 dataset. Energies are from the ωB97M-V functional and the def2-TZVPD basis.

Properties
frontier orbital gap	10.1	eV
SMILES	CN(N)C(N)=O
LUMO energy	0.705	eV

The geometry in ORCA input format:
```
! wB97M-V def2-TZVPD RIJCOSX def2/J DEFGRID3
* xyz 0 1
C 0.96 0.89 0.05
N 0.23 -0.37 -0.13
N 1.00 -1.54 -0.01
C -1.13 -0.56 0.00
N -1.83 0.63 -0.02
O -1.66 -1.63 0.04
H 0.68 1.40 1.00
H 2.04 0.72 0.01
H 0.74 1.54 -0.78
H 1.62 -1.67 -0.81
H 1.57 -1.50 0.82
H -2.84 0.54 -0.07
H -1.39 1.56 -0.10
*
```

Record 3
Here is a 2-piece molecular cluster, C2H7N3O2 overall from the Open Molecules 2025 dataset. Energies are from the ωB97M-V functional and the def2-TZVPD basis.

Properties
frontier orbital gap (alpha / beta)	9.1 / 8.7	eV
LUMO energy (alpha / beta)	0.730 / 0.219	eV

The geometry in ORCA input format:
```
! wB97M-V def2-TZVPD RIJCOSX def2/J DEFGRID3
* xyz 0 1
C -1.85 -0.16 -0.61
C 1.69 0.80 0.69
N -0.64 -0.85 -0.09
N 1.69 -1.49 0.76
N -0.07 -1.78 -0.57
O -0.11 -2.57 -1.44
O 1.30 -0.38 1.42
H -1.78 0.73 -0.05
H -2.68 -0.75 -0.22
H -1.78 0.03 -1.65
H 2.25 0.48 -0.19
H 2.22 1.42 1.38
H 0.65 1.15 0.29
H 1.58 -2.23 1.46
*
```

Record 4
Here is the molecule C2H7N3O2 from the Open Molecules 2025 dataset. Energies are from the ωB97M-V functional and the def2-TZVPD basis.

Properties
frontier orbital gap	9.8	eV
SMILES	ON[C@H]1NN[C@H]1O
LUMO energy	0.953	eV

The geometry in ORCA input format:
```
! wB97M-V def2-TZVPD RIJCOSX def2/J DEFGRID3
* xyz 0 1
O 2.59 0.27 0.43
N 1.28 -0.19 0.75
C 0.25 0.38 -0.28
N -0.28 -0.64 -1.17
N -1.60 0.02 -1.11
C -1.04 0.52 0.47
O -1.37 -0.41 1.40
H 2.91 -0.35 -0.24
H 1.14 0.11 1.71
H 0.64 1.28 -0.75
H 0.09 -0.59 -2.11
H -2.30 -0.70 -0.96
H -1.35 1.52 0.79
H -0.96 -1.24 1.06
*
```

Record 5
Here is the molecule C2H7N3O2 from the Open Molecules 2025 dataset. Energies are from the ωB97M-V functional and the def2-TZVPD basis.

Properties
frontier orbital gap	10.7	eV
SMILES	CNN(C)[N+](=O)[O-]
LUMO energy	0.949	eV

The geometry in ORCA input format:
```
! wB97M-V def2-TZVPD RIJCOSX def2/J DEFGRID3
* xyz 0 1
C 1.21 1.10 -0.53
N 0.68 0.71 0.73
N -0.41 -0.29 0.57
C -0.06 -1.70 0.44
N -1.58 0.15 -0.08
O -2.20 -0.72 -0.58
O -1.81 1.32 -0.02
H 0.48 1.35 -1.25
H 1.73 1.91 -0.34
H 1.91 0.40 -1.00
H 0.09 1.59 0.95
H 0.80 -1.81 -0.19
H -0.04 -1.95 1.49
H -0.80 -2.08 -0.20
*
```

Record 6
Here is a 2-piece molecular cluster, C2H7N3O2 overall from the Open Molecules 2025 dataset. Energies are from the ωB97M-V functional and the def2-TZVPD basis.

Properties
frontier orbital gap	10.8	eV
SMILES	NC(N)=O.NC=O
LUMO energy	0.617	eV

The geometry in ORCA input format:
```
! wB97M-V def2-TZVPD RIJCOSX def2/J DEFGRID3
* xyz 0 1
N -0.72 0.89 0.56
C -1.77 0.72 -0.35
N -2.00 -0.66 -0.62
O -2.43 1.56 -0.89
H 0.20 0.46 0.45
H -0.63 1.87 0.84
H -1.86 -1.26 0.21
H -2.87 -0.84 -1.14
N 1.95 -0.06 -0.43
C 1.97 -0.70 0.76
O 2.94 -0.74 1.50
H 2.76 0.50 -0.72
H 1.42 -0.48 -1.14
H 1.02 -1.27 0.97
*
```

Record 7
Here is the molecule C2H7N3O2 from the Open Molecules 2025 dataset. Energies are from the ωB97M-V functional and the def2-TZVPD basis.

Properties
frontier orbital gap	9.3	eV
SMILES	NN(N)C(=O)CO
LUMO energy	0.566	eV

The geometry in ORCA input format:
```
! wB97M-V def2-TZVPD RIJCOSX def2/J DEFGRID3
* xyz 0 1
N 1.21 1.03 0.19
N 0.97 -0.30 0.36
N 1.88 -1.21 -0.20
C -0.56 -0.64 -0.08
O -0.80 -1.78 -0.42
C -1.36 0.50 0.29
O -2.78 0.37 -0.08
H 2.01 1.26 0.88
H 1.46 1.46 -0.72
H 1.27 -1.88 -0.63
H 2.18 -0.66 -1.01
H -1.16 0.91 1.38
H -1.03 1.25 -0.39
H -3.29 -0.30 0.42
*
```

Record 8
Here is the molecule C2H7N3O2 from the Open Molecules 2025 dataset. Energies are from the ωB97M-V functional and the def2-TZVPD basis.

Properties
frontier orbital gap	10.2	eV
SMILES	CNC(=O)N(N)O
LUMO energy	0.799	eV

The geometry in ORCA input format:
```
! wB97M-V def2-TZVPD RIJCOSX def2/J DEFGRID3
* xyz 0 1
C 0.74 1.60 0.63
N 0.54 0.23 1.04
C 0.59 -0.88 -0.09
O 1.56 -1.57 -0.27
N -0.54 -0.65 -0.77
N -1.82 -0.48 -0.22
O -0.59 -1.72 -1.91
H 1.66 1.69 0.04
H 0.83 2.23 1.53
H -0.11 1.95 0.04
H 1.27 -0.09 1.68
H -2.31 0.12 -0.87
H -1.70 0.02 0.67
H -0.12 -2.47 -1.51
*
```

Record 9
Here is the molecule C2H7N3O2 from the Open Molecules 2025 dataset. Energies are from the ωB97M-V functional and the def2-TZVPD basis.

Properties
frontier orbital gap	10.6	eV
SMILES	CN(CN)[N+](=O)[O-]
LUMO energy	0.683	eV

The geometry in ORCA input format:
```
! wB97M-V def2-TZVPD RIJCOSX def2/J DEFGRID3
* xyz 0 1
C 0.93 -0.94 -1.04
N 0.19 -0.36 0.15
C -1.16 0.49 0.13
N -1.00 1.82 -0.31
N 0.65 -0.73 1.38
O 1.50 -1.55 1.40
O 0.17 -0.19 2.36
H 0.13 -1.05 -1.82
H 1.65 -0.21 -1.34
H 1.30 -1.95 -0.54
H -1.86 0.05 -0.56
H -1.51 0.45 1.09
H -0.40 2.32 0.39
H -0.59 1.87 -1.29
*
```

Record 10
Here is a 2-piece molecular cluster, C2H7N3P overall from the Open Molecules 2025 dataset. Energies are from the ωB97M-V functional and the def2-TZVPD basis.

Properties
frontier orbital gap (alpha / beta)	5.9 / 5.9	eV
LUMO energy (alpha / beta)	-7.363 / -7.363	eV

The geometry in ORCA input format:
```
! wB97M-V def2-TZVPD RIJCOSX def2/J DEFGRID3
* xyz 1 1
C -1.35 -1.07 -0.19
C -2.10 0.22 -0.17
N 0.24 0.17 0.60
N -0.17 -0.98 0.32
N 2.79 -0.01 -0.15
P -0.56 1.43 -0.08
H -1.95 -2.03 -0.34
H 2.24 -0.92 -0.07
H -2.73 0.30 -1.03
H -2.46 0.40 0.94
H 2.79 0.25 -1.10
H 3.76 -0.03 0.26
H -0.49 2.27 1.02
*
```

Record 11
Here is the molecule C2H7N3S from the Open Molecules 2025 dataset. Energies are from the ωB97M-V functional and the def2-TZVPD basis.

Properties
frontier orbital gap	10.2	eV
SMILES	[H]/N=C(\CS)NN
LUMO energy	0.762	eV

The geometry in ORCA input format:
```
! wB97M-V def2-TZVPD RIJCOSX def2/J DEFGRID3
* xyz 0 1
H 0.15 2.11 -0.58
N 0.78 1.37 -0.43
C 0.18 0.34 0.15
C -1.22 0.45 0.63
S -2.50 -0.64 -0.25
N 0.79 -0.88 0.40
N 2.07 -1.12 -0.22
H -1.40 0.24 1.70
H -1.69 1.50 0.54
H -2.10 -0.36 -1.54
H 0.10 -1.62 0.38
H 2.12 -0.70 -1.14
H 2.72 -0.68 0.36
*
```

Record 12
Here is the molecule C2H7N3S from the Open Molecules 2025 dataset. Energies are from the ωB97M-V functional and the def2-TZVPD basis.

Properties
frontier orbital gap	10.0	eV
SMILES	[H]/N=C(/N)NSC
LUMO energy	0.835	eV

The geometry in ORCA input format:
```
! wB97M-V def2-TZVPD RIJCOSX def2/J DEFGRID3
* xyz 0 1
H 0.87 2.09 -0.23
N 1.54 1.38 0.15
C 1.35 0.22 -0.28
N 2.43 -0.56 -0.27
N 0.07 -0.40 -0.53
S -1.41 0.46 -0.83
C -2.48 -0.14 0.55
H 2.43 -1.37 0.19
H 3.05 0.22 0.18
H 0.11 -1.10 -1.27
H -2.28 -1.35 0.82
H -2.10 0.49 1.46
H -3.56 0.05 0.05
*
```

Record order is preserved below.
DFT total energy: -8697.2077 -8704.8175 -10745.4491 -10748.2713 -10747.3661 -10753.5474 -10749.5386 -10749.6295 -10748.5763 -15934.9644 -17491.7673 -17491.1851 eV